Molecular formula: C34H24BrClHfN2OPS2
Method: DFT, ωB97M-V/def2-TZVPD

Calculated values
Total energy (hartree): -5714.77838
Gap between HOMO and LUMO (hartree): 0.2649
2S+1: 1
Charge: +1
ΔE to the lowest compared entry with this formula, charge and spin (eV): 0.000

Cartesian coordinates (Å):
1 Hf 0.11 0.84 -0.50
2 Cl 5.69 0.24 4.51
3 C 4.56 0.28 3.20
4 C 5.01 0.04 1.90
5 C 4.13 0.06 0.84
6 C 2.78 0.34 1.05
7 O 1.94 0.35 0.04
8 C 2.33 0.60 2.36
9 C 0.96 0.92 2.64
10 N -0.01 1.02 1.78
11 C -1.30 1.34 2.28
12 C -1.79 1.00 3.51
13 C -3.08 1.43 3.90
14 C -3.85 2.18 3.06
15 C -3.39 2.51 1.77
16 C -4.12 3.26 0.83
17 C -3.59 3.51 -0.41
18 C -2.34 2.97 -0.73
19 N -1.63 2.26 0.11
20 C -2.12 2.05 1.37
21 C 3.24 0.57 3.44
22 H 6.06 -0.17 1.74
23 H 4.47 -0.13 -0.17
24 H 0.74 1.12 3.69
25 H -1.21 0.40 4.19
26 H -3.44 1.16 4.88
27 H -4.83 2.53 3.37
28 H -5.10 3.64 1.10
29 H -4.12 4.09 -1.15
30 H -1.91 3.13 -1.72
31 H 2.89 0.77 4.44
32 Br 1.98 6.40 -4.14
33 C 1.46 4.86 -3.18
34 C 1.75 4.77 -1.82
35 C 1.35 3.64 -1.13
36 C 0.67 2.58 -1.75
37 C 0.41 2.71 -3.11
38 C 0.79 3.84 -3.83
39 H 2.28 5.57 -1.33
40 H 1.59 3.60 -0.06
41 H -0.10 1.92 -3.65
42 H 0.57 3.92 -4.89
43 S 0.57 -0.77 -2.61
44 P -0.64 -1.93 -1.50
45 S -2.04 -0.72 -0.67
46 C 0.35 -2.62 -0.13
47 C 1.64 -3.07 -0.40
48 C 2.43 -3.55 0.63
49 C 1.94 -3.57 1.93
50 C 0.66 -3.12 2.20
51 C -0.14 -2.64 1.17
52 C -1.37 -3.28 -2.43
53 C -0.80 -3.67 -3.64
54 C -1.33 -4.76 -4.31
55 C -2.42 -5.44 -3.79
56 C -2.98 -5.05 -2.58
57 C -2.46 -3.97 -1.89
58 H 2.03 -3.03 -1.41
59 H 3.44 -3.90 0.42
60 H 2.57 -3.93 2.74
61 H 0.27 -3.14 3.21
62 H -1.14 -2.28 1.38
63 H 0.03 -3.12 -4.05
64 H -0.90 -5.06 -5.26
65 H -2.83 -6.29 -4.32
66 H -3.83 -5.58 -2.17
67 H -2.90 -3.65 -0.96

Atomic partial charges in e from the Mulliken method, atoms 1 to 5: number 1, Hf, carries 0.012; number 2, Cl, carries -0.200; number 3, C, carries 0.094; number 4, C, carries -0.518; number 5, C, carries -0.547